124
Properties=species:S:1:pos:R:3 method="wB97M-V/def2-TZVPD" lumo_ev=-0.77 molar_mass_g_mol=807.543 multiplicity=1 total_charge=0 homo_ev=-9.563 gap_ha=0.3231
C -36.07 27.47 33.53
C -35.47 27.46 34.91
C -35.35 26.08 35.57
C -34.02 25.23 35.18
N -34.03 23.84 35.83
C -32.83 23.14 35.32
C -33.19 22.60 33.81
C -34.61 22.26 33.94
C -35.11 22.92 35.28
C -34.04 23.97 37.31
C -33.99 22.70 38.18
C -33.82 22.88 39.64
H -36.22 28.43 32.88
H -37.06 27.12 33.48
H -35.50 26.69 32.96
H -36.10 28.02 35.60
H -34.33 27.85 34.99
H -36.20 25.61 35.41
H -35.50 26.16 36.74
H -32.99 25.70 35.54
H -34.12 25.05 34.08
H -32.53 22.22 35.74
H -32.07 23.84 35.33
H -32.62 21.74 33.55
H -33.00 23.26 33.02
H -34.90 21.31 33.71
H -35.15 22.69 33.15
H -35.26 22.05 36.09
H -36.04 23.34 34.87
H -34.84 24.57 37.64
H -33.53 24.82 37.78
H -33.18 22.14 37.78
H -34.64 21.89 37.79
H -33.05 23.35 40.12
H -33.85 21.93 40.22
H -34.62 23.47 40.23
O -29.95 25.54 29.65
C -30.40 25.48 30.80
O -29.88 26.07 31.75
B -30.89 26.31 32.69
O -32.08 25.73 32.10
C -31.77 25.15 31.13
O -32.40 24.24 30.65
O -31.18 27.71 33.11
C -31.16 27.85 34.35
O -31.59 28.85 34.88
C -30.74 26.59 34.92
O -30.57 25.74 34.03
O -30.90 26.35 36.07
O -36.97 20.29 35.66
H -37.45 19.41 35.83
H -36.96 20.72 36.47
O -36.13 21.56 40.83
H -36.16 20.85 40.09
H -35.05 21.34 40.84
O -36.79 20.29 32.91
H -36.83 20.11 33.86
H -37.58 20.87 32.80
O -32.09 19.20 32.15
H -32.36 19.28 33.06
H -32.65 19.88 31.69
O -33.65 25.58 40.97
H -33.42 24.91 41.48
H -33.54 26.22 41.69
O -33.10 21.45 30.57
H -34.00 21.43 30.55
H -32.73 22.19 30.44
O -32.44 19.31 34.98
H -32.24 18.39 34.89
H -31.46 19.50 35.38
O -29.98 23.17 33.89
H -29.71 22.70 33.10
H -30.15 24.17 33.62
O -37.42 27.27 38.00
H -37.08 28.19 37.96
H -36.80 26.75 38.66
O -38.90 25.75 36.19
H -39.04 26.26 35.20
H -38.28 26.34 36.66
O -32.71 26.92 38.92
H -33.19 27.59 38.62
H -32.79 26.91 39.95
O -37.60 23.76 40.24
H -38.32 23.47 39.50
H -37.13 23.05 40.45
O -36.95 24.20 31.65
H -37.41 23.28 31.80
H -37.18 25.09 32.16
O -38.59 29.36 33.91
H -39.29 29.90 33.92
H -38.86 28.50 34.22
O -36.19 26.06 40.00
H -35.31 25.78 40.25
H -36.61 25.18 40.08
O -35.48 21.12 30.83
H -35.95 21.08 31.57
H -35.99 21.63 30.20
O -34.69 18.65 36.40
H -33.78 19.21 35.95
H -35.35 19.29 35.98
O -37.30 21.57 37.61
H -37.57 21.05 38.37
H -37.96 22.25 37.65
O -36.93 30.84 35.35
H -37.13 31.78 34.96
H -37.39 30.36 34.60
O -33.72 19.43 39.78
H -33.24 19.25 40.54
H -33.87 18.63 39.20
O -29.27 23.19 36.69
H -29.65 23.24 35.77
H -29.85 23.90 37.12
O -32.20 23.47 42.52
H -32.54 23.39 43.33
H -31.29 22.97 42.36
O -33.84 20.50 42.00
H -33.07 20.55 41.60
H -33.74 19.77 42.46
O -34.10 29.36 38.04
H -34.84 29.58 37.66
H -33.40 29.92 37.98
O -36.57 29.96 37.45
H -36.64 29.91 36.53
H -36.34 30.85 37.76

18
Properties=species:S:1:pos:R:3 method="wB97M-V/def2-TZVPD" lumo_ev=0.68 smiles="[O-]/[N+](O)=C(/F)CO.CC=O" molar_mass_g_mol=153.109 multiplicity=1 total_charge=0 homo_ev=-8.710 gap_ha=0.3451
C 3.17 0.81 -1.47
C -2.00 -1.57 1.43
C 1.94 1.02 -0.57
C -1.98 -0.45 0.41
N -1.51 0.73 0.60
O -0.97 1.18 1.61
O -1.66 1.54 -0.54
O -1.25 -2.67 0.99
O 0.82 0.81 -0.89
F -2.59 -0.76 -0.75
H 3.77 0.18 -0.88
H 2.90 0.47 -2.51
H 3.91 1.56 -1.40
H -1.47 -1.24 2.39
H -3.03 -1.76 1.77
H 2.24 1.48 0.42
H -1.60 -2.93 0.20
H -0.70 1.59 -0.83

108
Properties=species:S:1:pos:R:3 method="wB97M-V/def2-TZVPD" lumo_ev=0.48 smiles=CC1(C)CCCC(C)(C)N1O.CC1(C)CCCC(C)(C)N1O.CC1(C)CCCC(C)(C)N1O.CCO.CCO molar_mass_g_mol=563.909 multiplicity=1 total_charge=0 homo_ev=-7.056 gap_ha=0.2768
C 0.23 1.85 1.94
C -0.28 0.39 1.89
O -1.65 0.57 1.63
H 0.07 2.47 1.03
H 1.35 1.82 1.99
H -0.14 2.28 2.87
H -0.07 -0.13 2.85
H 0.27 -0.02 1.08
H -1.97 -0.25 1.29
C -3.12 -1.43 -2.04
C -2.31 -0.70 -1.02
O -2.10 -1.62 0.03
H -3.18 -0.90 -2.97
H -4.18 -1.49 -1.70
H -2.68 -2.42 -2.28
H -2.77 0.29 -0.62
H -1.30 -0.60 -1.47
H -1.94 -2.55 -0.25
C 3.37 -5.19 2.20
C 3.62 -4.68 0.71
C 2.85 -5.54 -0.36
C 1.39 -5.12 -0.34
C 1.28 -3.66 -0.79
C 1.94 -2.67 0.24
N 3.24 -3.20 0.56
O 3.96 -2.41 1.18
C 1.11 -2.53 1.44
C 2.04 -1.36 -0.51
C 5.19 -4.80 0.56
H 3.99 -4.66 2.89
H 3.52 -6.25 2.32
H 2.40 -4.95 2.58
H 3.07 -6.57 -0.30
H 3.25 -5.37 -1.28
H 1.08 -5.13 0.75
H 0.70 -5.75 -0.87
H 0.24 -3.50 -0.91
H 1.71 -3.59 -1.78
H 4.53 -2.07 0.50
H 0.03 -2.23 1.22
H 1.49 -1.74 2.12
H 0.95 -3.40 2.06
H 2.64 -1.57 -1.37
H 2.60 -0.53 -0.08
H 1.09 -1.02 -0.77
H 5.58 -5.86 0.57
H 5.76 -4.38 1.43
H 5.62 -4.33 -0.40
C -3.80 3.08 0.29
C -5.11 2.31 0.57
C -5.53 1.78 -0.85
C -6.39 0.51 -0.89
C -5.80 -0.48 0.20
C -5.69 0.05 1.57
N -4.90 1.28 1.57
O -4.26 1.67 2.58
C -5.01 -0.99 2.41
C -7.03 0.25 2.26
C -6.14 3.35 1.04
H -3.91 3.78 -0.57
H -3.01 2.39 -0.16
H -3.52 3.63 1.12
H -4.71 1.58 -1.42
H -5.96 2.71 -1.32
H -6.32 0.12 -1.92
H -7.43 0.70 -0.53
H -4.72 -0.74 0.02
H -6.34 -1.42 0.13
H -3.37 1.52 2.32
H -4.03 -1.25 1.98
H -5.57 -1.87 2.24
H -4.94 -0.69 3.35
H -7.61 0.97 1.74
H -6.96 0.63 3.29
H -7.70 -0.57 2.31
H -6.01 4.17 0.39
H -5.92 3.82 2.04
H -7.19 3.13 1.03
C 1.11 2.41 -1.47
C 2.49 3.08 -1.80
C 2.82 4.05 -0.58
C 4.35 4.37 -0.50
C 5.02 3.08 -0.17
C 4.82 1.99 -1.31
N 3.47 1.93 -1.83
O 3.18 0.87 -2.54
C 5.25 0.68 -0.64
C 5.71 2.40 -2.48
C 2.40 3.84 -3.06
H 0.36 3.10 -1.21
H 1.24 1.61 -0.65
H 0.60 2.00 -2.37
H 2.55 3.63 0.36
H 2.22 4.89 -0.77
H 4.59 5.15 0.17
H 4.67 4.64 -1.51
H 4.53 2.69 0.71
H 6.15 3.27 -0.06
H 2.38 1.09 -2.90
H 4.67 0.58 0.32
H 6.30 0.60 -0.37
H 5.04 -0.26 -1.21
H 5.49 1.62 -3.17
H 6.73 2.43 -2.34
H 5.37 3.17 -3.06
H 3.29 4.54 -3.14
H 1.48 4.45 -3.10
H 2.18 3.18 -3.91

72
Properties=species:S:1:pos:R:3 method="wB97M-V/def2-TZVPD" lumo_ev=-0.09 molar_mass_g_mol=708.752 multiplicity=1 total_charge=0 homo_ev=-7.781 gap_ha=0.2826
Sc 0.13 0.40 1.09
C 1.66 0.32 -2.97
C 0.67 -0.61 -2.35
N -0.54 -0.23 -2.22
N -1.41 -1.21 -1.77
C -2.17 -0.93 -0.79
S -2.21 0.54 0.19
S -3.31 -2.15 -0.24
C -2.96 -3.50 -1.40
C -3.46 -3.28 -2.80
C -4.80 -3.04 -3.06
C -5.25 -2.87 -4.36
C -4.36 -2.95 -5.42
C -3.02 -3.19 -5.17
C -2.57 -3.35 -3.87
C 1.15 -1.94 -1.87
C 1.64 -2.89 -2.75
C 2.05 -4.14 -2.30
C 1.98 -4.42 -0.94
C 1.51 -3.47 -0.04
C 1.10 -2.22 -0.50
O 0.68 -1.29 0.36
H 1.17 1.21 -3.35
H 2.19 -0.18 -3.79
H 2.42 0.61 -2.23
H -3.45 -4.36 -0.95
H -1.88 -3.67 -1.40
H -5.50 -2.96 -2.23
H -6.30 -2.68 -4.54
H -4.71 -2.81 -6.44
H -2.32 -3.24 -6.00
H -1.52 -3.51 -3.67
H 1.69 -2.66 -3.81
H 2.41 -4.88 -3.00
H 2.28 -5.39 -0.57
H 1.44 -3.69 1.02
N 2.21 3.14 1.64
C 2.89 1.97 1.99
C 4.06 2.08 2.75
C 4.74 0.94 3.08
C 4.26 -0.29 2.63
C 3.09 -0.31 1.91
N 2.40 0.80 1.60
C 1.45 3.39 0.51
C 1.45 4.69 0.02
C 0.68 4.99 -1.09
C -0.05 3.98 -1.69
C 0.00 2.72 -1.15
N 0.72 2.41 -0.05
H 2.65 3.97 2.01
H 4.41 3.06 3.06
H 5.64 1.00 3.67
H 4.77 -1.22 2.86
H 2.65 -1.24 1.57
H 2.05 5.45 0.50
H 0.67 6.00 -1.48
H -0.67 4.16 -2.56
H -0.56 1.90 -1.58
F -1.58 0.03 6.31
C -0.82 1.13 6.28
F -1.21 1.90 7.31
F 0.45 0.76 6.54
C -0.93 1.87 4.98
C -1.40 3.17 4.96
C -1.49 3.87 3.76
C -1.09 3.22 2.61
N -0.62 1.97 2.62
C -0.55 1.26 3.76
S -0.01 -0.37 3.55
H -1.69 3.64 5.89
H -1.88 4.88 3.72
H -1.14 3.70 1.64

96
Properties=species:S:1:pos:R:3 method="wB97M-V/def2-TZVPD" lumo_ev="-13.39 / -14.72" molar_mass_g_mol=1064.334 multiplicity=4 s_squared=3.8364 total_charge=+4 homo_ev="-19.427 / -19.308" gap_ha="0.2218 / 0.1687"
W 0.18 -0.69 0.63
C -4.30 -0.73 -2.46
C -3.61 -0.70 -1.13
C -4.22 -1.25 -0.05
C -3.93 -1.24 1.36
N -2.73 -1.38 1.87
N -1.44 0.02 -0.13
B 0.09 1.19 2.14
N -0.13 2.56 1.51
N -0.81 3.48 2.20
C -0.90 4.70 1.73
C -0.24 5.06 0.53
C 0.45 4.12 -0.20
C 1.16 4.43 -1.47
C 0.45 2.81 0.32
S 1.21 1.52 -0.52
C -1.70 5.74 2.48
C -2.32 5.14 3.75
C -2.83 6.25 1.57
C -0.78 6.90 2.88
N -0.16 1.17 3.69
N -1.20 1.29 4.45
C -0.99 1.25 5.78
C 0.28 0.96 6.31
C 1.39 0.83 5.51
C 2.77 0.57 6.00
C 1.11 1.00 4.14
S 2.05 1.05 2.70
C -2.16 1.51 6.70
C -1.71 2.46 7.82
C -3.34 2.13 5.94
C -2.62 0.16 7.30
C -2.29 -0.05 -1.12
S -1.72 0.70 -2.56
C -5.09 -1.09 2.32
C -6.12 -0.08 1.76
C -4.63 -0.64 3.71
C -5.75 -2.49 2.43
H -5.34 -1.04 -2.37
H -3.79 -1.44 -3.13
H -4.28 0.25 -2.95
H -5.22 -1.62 -0.26
H -0.29 6.08 0.18
H 1.03 5.47 -1.76
H 0.82 3.79 -2.28
H 2.23 4.24 -1.36
H -2.96 4.29 3.50
H -2.93 5.89 4.25
H -1.54 4.82 4.44
H -3.49 5.44 1.25
H -2.45 6.76 0.69
H -3.43 6.97 2.12
H 0.07 6.57 3.47
H -1.35 7.62 3.46
H -0.40 7.44 2.01
H 0.39 0.86 7.39
H 2.81 0.61 7.09
H 3.48 1.29 5.59
H 3.11 -0.42 5.69
H -1.17 3.32 7.44
H -1.09 1.97 8.57
H -2.59 2.82 8.35
H -3.02 3.05 5.44
H -4.13 2.38 6.64
H -3.73 1.44 5.20
H -1.82 -0.35 7.83
H -3.02 -0.50 6.53
H -3.42 0.36 8.02
H -5.64 0.83 1.41
H -6.82 0.19 2.55
H -6.72 -0.50 0.95
H -4.07 0.30 3.66
H -4.03 -1.41 4.21
H -5.50 -0.48 4.33
H -6.08 -2.87 1.47
H -6.63 -2.39 3.06
H -5.08 -3.21 2.89
C 4.31 -2.63 1.07
O 3.11 -2.54 1.91
C 2.13 -1.80 1.58
O 2.12 -0.99 0.55
N 0.99 -1.75 2.26
N -1.61 -1.83 1.25
H 5.03 -3.18 1.66
H 4.68 -1.64 0.83
H 4.07 -3.18 0.16
H 0.93 -2.47 2.98
H -2.64 -1.26 2.88
H -1.87 -2.48 0.50
F 0.63 -0.96 -1.48
Sb 0.47 -3.00 -2.22
F 0.47 -2.83 -0.05
F -1.33 -2.52 -1.62
F 0.26 -4.82 -1.99
F 0.05 -2.14 -3.82
F 2.32 -2.95 -1.97

11
Properties=species:S:1:pos:R:3 method="wB97M-V/def2-TZVPD" lumo_ev="-1.63 / -1.63" molar_mass_g_mol=96.089 multiplicity=1 total_charge=0 homo_ev="-8.686 / -8.686" gap_ha="0.2594 / 0.2594"
C 2.47 0.64 0.27
C 1.08 0.22 0.07
C -2.05 -0.69 0.37
C -1.58 0.23 -0.46
N 2.75 -0.51 -0.22
N 1.32 -0.83 -0.60
O -0.71 1.08 0.02
H 3.05 1.62 0.43
H -2.74 -1.42 0.21
H -1.56 -0.64 1.34
H -2.03 0.31 -1.43